C29H40CrN3O4Si3 as an isolated structure in a non-equilibrium geometry. Source: the OMol25 dataset; level of theory: ωB97M-V/def2-TZVPD.

Summary:
Charge = -2
HOMO (spin up / spin down) = -0.0995 / -0.7477 eV
⟨S²⟩ = 3.781
Relative energy (zero: lowest compared OMol25 entry of this formula, charge and spin) = 16.7244 eV
Kohn-Sham gap (spin up / spin down) = 4.67 / 5.32 eV
E_tot = -3506.797416 Ha
Spin multiplicity = 4

Geometry (Å):
1 Cr 0.7336 -0.0233 -0.0941
2 C -0.9460 0.0769 4.9543
3 O 0.4926 0.0223 5.2869
4 C 1.4250 -0.3541 4.2422
5 C 2.5780 -0.7412 4.8783
6 C 3.7145 -1.2329 4.2273
7 C 3.7227 -1.3391 2.8594
8 C 2.6367 -0.9386 2.0994
9 C 2.8017 -1.0600 0.5837
10 N 2.6049 -0.0325 -0.2195
11 N 2.7901 -0.3545 -1.5884
12 C 1.6951 -0.2752 -2.3138
13 O 0.4677 -0.0292 -1.9788
14 C 1.9572 -0.4686 -3.8150
15 C 3.2982 -0.4940 -4.2242
16 C 3.6554 -0.6402 -5.5557
17 C 2.6733 -0.7660 -6.5284
18 C 1.3422 -0.7437 -6.1488
19 C 0.9908 -0.5977 -4.8102
20 C 1.3893 -0.4231 2.6621
21 O 0.3438 -0.0237 1.7404
22 H -1.5286 0.2156 5.8851
23 H -1.2656 -0.8573 4.5240
24 H -1.3441 1.3454 3.8519
25 H 2.5860 -0.6710 5.9591
26 H 4.5854 -1.5220 4.8034
27 H 4.6066 -1.7037 2.3485
28 H 3.1548 -2.0156 0.2047
29 H 4.0661 -0.3839 -3.4720
30 H 4.7050 -0.6481 -5.8285
31 H 2.9445 -0.8741 -7.5734
32 H 0.5578 -0.8331 -6.8916
33 H -0.0507 -0.5741 -4.5423
34 C -1.3692 -1.7367 -2.8372
35 Si -2.0073 -1.6132 -1.0958
36 C -1.5532 -3.2830 -0.3335
37 C -3.9071 -1.5849 -1.2596
38 C -1.4805 -0.0621 -0.0412
39 Si -1.3425 -0.3198 1.8541
40 C -0.9138 1.4117 2.8755
41 C -3.0322 -0.9787 2.5400
42 C 0.1184 -1.8149 2.3712
43 Si -1.9254 1.6196 -0.6714
44 C -2.2153 1.7520 -2.5299
45 C -3.4739 2.2830 0.1849
46 C -0.3810 2.7425 -0.3145
47 C -0.4118 4.1350 -0.2820
48 C 0.7549 4.8309 -0.0094
49 C 1.9217 4.1239 0.2229
50 C 1.8762 2.7423 0.1696
51 N 0.7609 2.0494 -0.0940
52 H -1.4925 -2.7695 -3.1940
53 H -0.3397 -1.4931 -2.8937
54 H -1.9331 -1.0847 -3.5147
55 H -1.8995 -4.0916 -0.9962
56 H -2.0332 -3.4284 0.6411
57 H -0.4778 -3.3716 -0.2204
58 H -4.2593 -2.4799 -1.7879
59 H -4.2472 -0.7073 -1.8184
60 H -4.3748 -1.5659 -0.2716
61 H -1.6553 2.2253 2.6360
62 H 0.0732 1.7781 2.6505
63 H -0.7173 1.0586 4.5033
64 H -3.8435 -0.2855 2.2861
65 H -3.0244 -1.0898 3.6255
66 H -3.2605 -1.9577 2.1102
67 H 0.9704 -1.6867 1.7311
68 H -0.2424 -2.8750 2.2620
69 H 0.3948 -1.7297 3.3992
70 H -3.0390 1.1127 -2.8557
71 H -1.3137 1.4833 -3.0822
72 H -2.4737 2.7847 -2.7973
73 H -4.3073 1.5959 0.0226
74 H -3.7651 3.2643 -0.2184
75 H -3.3289 2.3991 1.2595
76 H -1.3348 4.6724 -0.4627
77 H 0.7545 5.9161 0.0235
78 H 2.8521 4.6324 0.4396
79 H 2.7612 2.1425 0.3400
80 O 0.7538 -1.7856 -0.0929

***

A single C23H35N3O3 molecule. Source: the OMol25 dataset; level of theory: ωB97M-V/def2-TZVPD.

Summary:
HOMO = -8.8019 eV
Relative energy (zero: lowest compared OMol25 entry of this formula, charge and spin) = 0.8760 eV
Kohn-Sham gap = 9.57 eV
E_tot = -1287.436065 Ha

Geometry (Å):
1 C -1.6738 -3.1718 2.8582
2 C -1.3864 -2.1315 1.7785
3 C -2.1124 -0.8309 2.1310
4 C 0.1298 -1.9054 1.6810
5 C 0.5252 -1.0789 0.4584
6 C 2.0360 -0.9765 0.3229
7 O 2.7625 -1.8739 0.7269
8 N 2.5228 0.1319 -0.2988
9 C 1.6987 1.2182 -0.8232
10 C 1.4029 2.3306 0.1873
11 C 2.5284 2.5826 1.1928
12 C 3.9452 2.5765 0.6069
13 C 4.6497 1.2082 0.5094
14 C 6.0732 1.4429 -0.0001
15 C 4.7223 0.5357 1.8820
16 C 3.9601 0.2697 -0.4908
17 C -0.0515 -1.7471 -0.7941
18 N -1.5021 -1.8227 -0.6753
19 C -2.2009 -0.7752 -1.1933
20 O -1.6293 0.1248 -1.8082
21 C -3.6856 -0.7345 -1.1304
22 N -4.5249 -1.4507 -0.2721
23 C -5.7055 -1.0687 -0.5782
24 O -5.7550 -0.1507 -1.5697
25 C -4.4544 0.0666 -1.9177
26 C -4.2037 1.0269 -2.9908
27 C -5.1959 1.1504 -4.1218
28 C -5.0936 2.2440 -3.1091
29 C -1.9083 -2.6786 0.4378
30 H -1.1855 -4.1214 2.6287
31 H -1.3041 -2.8306 3.8273
32 H -2.7475 -3.3519 2.9503
33 H -1.9609 -0.0503 1.3827
34 H -3.1872 -1.0012 2.2140
35 H -1.7484 -0.4467 3.0867
36 H 0.4895 -1.4223 2.5946
37 H 0.6439 -2.8681 1.6185
38 H 0.0924 -0.0806 0.5330
39 H 2.2565 1.6339 -1.6638
40 H 0.7667 0.8343 -1.2375
41 H 1.1985 3.2433 -0.3797
42 H 0.4838 2.1036 0.7346
43 H 2.3433 3.5499 1.6652
44 H 2.4691 1.8471 1.9969
45 H 3.9380 3.0482 -0.3837
46 H 4.5824 3.2086 1.2328
47 H 6.5991 0.4959 -0.1398
48 H 6.0673 1.9727 -0.9560
49 H 6.6434 2.0408 0.7137
50 H 5.3668 -0.3437 1.8357
51 H 5.1310 1.2246 2.6258
52 H 3.7479 0.1925 2.2269
53 H 4.4034 -0.7226 -0.4183
54 H 4.1229 0.6462 -1.5056
55 H 0.2045 -1.2118 -1.7034
56 H 0.3342 -2.7676 -0.8632
57 H -6.6444 -1.3757 -0.1496
58 H -3.1560 1.1465 -3.2125
59 H -4.7880 1.3188 -5.1081
60 H -6.0694 0.5147 -4.0865
61 H -5.8959 2.3339 -2.3908
62 H -4.6171 3.1720 -3.3896
63 H -1.4672 -3.6640 0.2582
64 H -2.9865 -2.7808 0.4627

***

A 7-piece molecular cluster, C26H55BrN8O10 overall in a non-equilibrium geometry. Source: the OMol25 dataset; level of theory: ωB97M-V/def2-TZVPD.

Summary:
HOMO = -8.9655 eV
Kohn-Sham gap = 9.30 eV
E_tot = -4788.065981 Ha

Geometry (Å):
1 C 2.3136 -0.1189 0.0728
2 C 3.0551 -0.3958 -1.2220
3 C 4.1598 0.5915 -1.5987
4 N 2.8072 -1.3343 -2.0447
5 C 2.5820 -2.6602 -1.5023
6 O 3.6291 -3.4855 -2.0511
7 C 3.5367 -3.5639 -3.3365
8 N 3.5198 -3.5056 -4.4560
9 O 1.3834 -3.1964 -1.9998
10 C 0.2391 -2.4876 -1.5546
11 C -0.2833 -1.4631 -2.5663
12 O -1.5788 -1.0061 -2.1681
13 C -1.8186 0.3226 -2.4582
14 O -1.1855 1.1933 -1.5737
15 Br -1.4093 0.8075 -4.3342
16 H 1.4383 0.5146 -0.1037
17 H 2.0292 -1.0269 0.6105
18 H 3.0018 0.4038 0.7504
19 H 4.4389 1.2250 -0.7524
20 H 3.7117 1.2691 -2.3488
21 H 5.0007 0.0984 -2.0845
22 H 2.6968 -2.7472 -0.4172
23 H 0.3596 -2.0341 -0.5641
24 H -0.5593 -3.2380 -1.4471
25 H 0.3967 -0.6010 -2.5025
26 H -0.2488 -1.8144 -3.6020
27 H -2.8906 0.4943 -2.3511
28 H -0.3833 1.5593 -1.9827
29 C 1.8909 3.7802 -0.9720
30 O 0.9885 3.6204 -1.7766
31 N 2.5004 4.9510 -0.7208
32 C 3.5682 5.0700 0.2566
33 C 2.0734 6.1321 -1.4514
34 H 2.2875 2.9481 -0.3651
35 H 3.2692 5.7799 1.0248
36 H 4.4719 5.4321 -0.2392
37 H 3.7750 4.1090 0.7215
38 H 1.0146 6.3168 -1.2612
39 H 2.2066 5.9678 -2.5214
40 H 2.6565 6.9953 -1.1391
41 C -6.5848 0.0253 -3.5868
42 O -5.4843 0.4471 -3.8802
43 N -6.9414 -0.4092 -2.3586
44 C -8.2732 -0.9027 -2.0709
45 C -5.9529 -0.3794 -1.2938
46 H -7.4032 -0.0386 -4.3245
47 H -8.7298 -0.2888 -1.2912
48 H -8.2126 -1.9366 -1.7245
49 H -8.8960 -0.8637 -2.9627
50 H -5.6096 0.6467 -1.1444
51 H -5.0947 -0.9934 -1.5741
52 H -6.3840 -0.7578 -0.3699
53 C 7.2063 -7.4074 -1.5147
54 O 7.4055 -6.7868 -0.4883
55 N 6.1317 -7.2556 -2.3151
56 C 5.9570 -8.0307 -3.5273
57 C 5.1174 -6.2820 -1.9480
58 H 7.9149 -8.1698 -1.8829
59 H 5.8985 -7.3578 -4.3854
60 H 5.0328 -8.6090 -3.4609
61 H 6.7931 -8.7135 -3.6683
62 H 5.5715 -5.2929 -1.8883
63 H 4.7100 -6.5355 -0.9681
64 H 4.3174 -6.2727 -2.6849
65 C -1.3151 0.0862 1.2790
66 O -0.2896 -0.2171 1.8731
67 N -2.1637 1.0618 1.6507
68 C -3.3596 1.3609 0.8887
69 C -1.8728 1.8373 2.8436
70 H -1.6285 -0.4288 0.3595
71 H -3.3192 2.3961 0.5407
72 H -4.2377 1.2244 1.5229
73 H -3.4375 0.6993 0.0292
74 H -0.9074 2.3345 2.7301
75 H -1.8170 1.1771 3.7112
76 H -2.6500 2.5813 3.0037
77 C -3.1668 -1.4797 3.1627
78 O -3.9275 -1.5733 2.2139
79 N -3.1998 -2.2586 4.2611
80 C -2.2600 -2.0873 5.3515
81 C -4.2077 -3.3008 4.3520
82 H -2.3737 -0.7271 3.1969
83 H -1.6896 -3.0080 5.4896
84 H -2.8050 -1.8607 6.2708
85 H -1.5705 -1.2727 5.1369
86 H -4.0923 -3.9940 3.5175
87 H -5.2014 -2.8540 4.2933
88 H -4.1051 -3.8399 5.2909
89 C 1.5004 5.0100 2.7044
90 O 2.5688 4.6731 3.1790
91 N 0.6266 5.8541 3.2862
92 C -0.6329 6.2095 2.6606
93 C 0.9602 6.4236 4.5809
94 H 1.1513 4.6346 1.7263
95 H -0.6695 7.2893 2.5017
96 H -1.4592 5.9139 3.3105
97 H -0.7389 5.7060 1.7010
98 H 1.8901 6.9886 4.5027
99 H 1.1050 5.6217 5.3060
100 H 0.1615 7.0804 4.9176

***

Question: Which of these has the lowest E_tot?
Answer: C26H55BrN8O10